# 1
H12O5S as an isolated structure. Source: the Open Molecules 2025 dataset; level of theory: the ωB97M-V functional and the def2-TZVPD basis.

Last column: Löwdin charge in e.
Element x y z (Å)
S  -0.75  -0.44  -1.89  0.821
O  -2.80  0.36  -0.26  -0.147
O  0.37  0.50  2.44  -0.149
O  2.40  -0.24  -0.81  -0.055
O  2.03  -1.20  1.86  -0.132
O  -0.52  1.76  0.02  -0.133
H  2.82  -0.74  -0.11  0.013
H  -2.62  -0.13  -1.07  -0.109
H  -2.05  1.01  -0.21  -0.024
H  -1.47  -1.27  1.17  0.056
H  -0.61  -0.38  -3.20  -0.188
H  1.49  -0.48  -0.97  -0.087
H  0.64  0.91  3.27  0.034
H  -1.23  -1.69  0.62  0.027
H  2.29  -1.70  2.65  0.026
H  1.20  -0.37  2.06  0.003
H  0.00  1.31  -0.72  -0.020
H  -0.28  1.31  0.92  0.065

Results
total charge	0
highest occupied orbital energy	-9.77	eV
electronic energy	-21258.9031	eV
LUMO	-6.54	eV

# 2
A 6-piece molecular cluster, H12O5S2 overall. Source: the Open Molecules 2025 dataset; level of theory: the ωB97M-V functional and the def2-TZVPD basis.

Last column: Löwdin charge in e.
Element x y z (Å)
S  -0.22  -2.94  2.07  0.238
S  1.36  -2.33  0.83  0.271
O  0.70  1.22  -2.22  -0.045
O  2.73  0.84  -0.24  -0.073
O  0.25  0.78  1.11  -0.083
O  -2.82  -0.95  -0.13  -0.063
O  -1.88  2.08  -0.22  -0.075
H  -0.13  -4.24  1.74  -0.215
H  0.16  0.82  -2.91  0.058
H  0.63  -1.33  0.34  -0.253
H  2.36  1.03  -1.13  0.023
H  0.13  1.88  -1.81  0.044
H  0.43  1.01  2.03  0.076
H  1.00  1.09  0.60  0.010
H  3.66  0.67  -0.37  0.053
H  -2.65  -1.87  -0.37  0.039
H  -1.08  1.65  0.13  -0.024
H  -2.50  1.38  0.01  0.013
H  -2.12  -0.82  0.53  0.005

Results
total charge	0
highest occupied orbital energy	-8.88	eV
SMILES string	SS.O.O.O.O.O
electronic energy	-32102.9367	eV
LUMO	0.23	eV

# 3
A 6-piece molecular cluster, H12O5S2 overall. Source: the Open Molecules 2025 dataset; level of theory: the ωB97M-V functional and the def2-TZVPD basis.

Last column: Löwdin charge in e.
Element x y z (Å)
S  0.23  3.77  1.65  0.247
S  -1.11  4.25  0.09  0.243
O  2.88  2.59  -0.21  -0.092
O  -2.51  -5.05  -0.60  -0.048
O  0.13  0.49  -1.11  -0.062
O  0.91  -0.61  1.46  -0.076
O  -1.28  -1.81  -0.17  -0.078
H  3.81  2.34  -0.16  0.028
H  -0.29  2.54  1.82  -0.217
H  -1.13  -2.78  -0.12  0.041
H  -2.92  -5.17  -1.44  0.016
H  0.72  0.14  0.87  0.010
H  1.87  -0.67  1.51  0.050
H  -0.36  3.77  -0.88  -0.240
H  2.95  3.51  -0.54  0.042
H  -0.84  -1.57  0.65  0.007
H  -2.82  -5.87  -0.16  0.052
H  -0.82  0.39  -1.25  0.043
H  0.59  -0.27  -1.42  0.034

Results
total charge	0
highest occupied orbital energy	-9.33	eV
SMILES string	SS.O.O.O.O.O
electronic energy	-32102.5135	eV
LUMO	0.46	eV